78
Properties=species:S:1:pos:R:3:lowdin_charge:R:1 method="wB97M-V/def2-TZVPD" total_energy_ha=-4180.04593 total_charge=+1 lumo_energy_ha="-0.1152 / -0.2172" spin_multiplicity=5 e_homo_ev="-9.28 / -10.95"
Ir 0.04 -0.39 -0.19 1.0413
C -0.96 -1.45 4.79 -0.1677
Si -1.33 -1.20 2.93 0.4517
C -3.11 -0.50 2.86 -0.1577
C -1.35 -2.91 2.05 -0.1909
C 0.04 -0.14 2.12 -0.5670
Si -0.17 1.74 2.22 0.4985
C -1.76 2.10 1.15 -0.3613
C -0.47 2.49 3.95 -0.1507
C 1.27 2.65 1.35 -0.1597
Si 1.79 -0.78 2.52 0.4896
C 2.00 -2.67 2.66 -0.1584
C 2.52 0.05 4.08 -0.1642
C 2.91 -0.28 1.04 -0.3162
C 4.25 0.05 1.19 -0.0499
C 5.03 0.30 0.07 -0.0325
C 4.44 0.20 -1.18 -0.0314
C 3.10 -0.11 -1.24 -0.1706
N 2.35 -0.34 -0.17 -0.0911
H -1.76 -2.00 5.26 0.0330
H -0.85 -0.51 5.31 0.0250
H -0.05 -2.02 4.93 0.0136
H -3.77 -1.14 3.43 0.0378
H -3.51 -0.45 1.85 0.0090
H -3.17 0.49 3.30 0.0217
H -2.36 -3.19 1.75 0.0231
H -1.00 -3.69 2.71 0.0307
H -0.70 -2.91 1.18 -0.0123
H -2.64 1.81 1.72 0.1034
H -1.36 1.88 -0.82 0.0326
H -1.89 4.15 1.74 0.1235
H -1.39 2.11 4.40 0.0254
H -0.54 3.57 3.92 0.0290
H 0.35 2.24 4.63 0.0220
H 1.31 2.40 0.29 0.0020
H 2.22 2.36 1.78 0.0176
H 1.19 3.72 1.44 0.0350
H 1.37 -3.08 3.44 0.0147
H 3.02 -2.93 2.91 0.0355
H 1.75 -3.19 1.74 0.0269
H 1.83 -0.04 4.91 0.0240
H 2.71 1.10 3.91 0.0255
H 3.45 -0.42 4.38 0.0311
H 4.67 0.11 2.18 0.1075
H 6.07 0.55 0.17 0.1172
H 5.00 0.36 -2.08 0.1139
H 2.61 -0.18 -2.20 0.0200
N -1.93 -1.40 -0.94 0.0056
C -3.11 -0.57 -0.84 -0.2599
C -4.35 -1.11 -1.14 -0.0220
C -5.48 -0.31 -1.13 -0.0517
C -5.36 1.04 -0.86 -0.0180
C -4.13 1.61 -0.53 -0.1595
C -4.08 3.06 -0.41 -0.0401
C -3.15 3.89 0.07 -0.0578
C -1.89 3.57 0.81 -0.1845
N -1.73 1.29 -0.07 -0.1009
C -3.00 0.77 -0.47 -0.2079
H -2.10 -2.29 -0.46 0.0799
H -1.78 -1.65 -1.91 0.1011
H -4.43 -2.16 -1.39 0.1194
H -6.44 -0.74 -1.36 0.1138
H -6.23 1.67 -0.91 0.1195
H -4.96 3.53 -0.83 0.1104
H -3.33 4.95 -0.03 0.1117
H -1.03 3.92 0.23 0.1167
C -3.06 1.57 -3.87 -0.3424
S -1.66 2.25 -4.82 0.8726
C -0.61 0.84 -4.90 -0.9672
C 0.13 0.37 -3.86 -1.0587
S 0.23 1.14 -2.34 0.7190
S 1.15 -1.02 -4.24 0.9136
C 0.83 -1.07 -5.95 -1.4630
S 1.57 -2.12 -6.96 0.6664
S -0.37 0.10 -6.47 0.9806
H -3.70 2.42 -3.63 0.0467
H -2.70 1.11 -2.96 0.0033
H -3.60 0.86 -4.49 0.0530